Computed, not measured: C78H166ClN8O18 as an isolated structure, with ωB97M-V with the def2-TZVPD basis set.

Output
Gap between HOMO and LUMO = 3.3 eV
Charge = +1
Calculated total energy = -5323.238833 Eh

CARTESIAN COORDINATES (ANGSTROEM)
C 2.207 -0.442 0.727
C 1.698 0.105 2.056
C 0.157 0.034 2.184
N -0.372 0.574 3.592
C 0.134 -0.084 4.825
C -0.141 -1.672 4.791
C -1.662 -1.857 4.751
C -2.329 -1.126 3.570
C -1.927 0.390 3.599
C -0.038 2.072 3.745
H 1.663 -1.277 0.286
H 3.287 -0.584 0.750
H 2.016 0.361 0.015
H 1.949 1.158 2.179
H 2.017 -0.499 2.905
H -0.289 -0.952 2.055
H -0.343 0.757 1.538
H 1.213 0.070 4.858
H -0.296 0.456 5.668
H 0.393 -2.121 3.953
H 0.336 -2.223 5.602
H -1.931 -2.912 4.709
H -2.115 -1.486 5.671
H -2.098 -1.636 2.635
H -3.404 -1.228 3.715
H -2.278 0.897 2.700
H -2.333 0.984 4.418
H -0.472 2.593 2.892
H 1.022 2.320 3.790
H -0.524 2.412 4.660
C 9.979 4.211 2.416
C 9.118 4.733 1.223
C 7.920 5.632 1.780
N 6.621 5.773 0.898
C 5.602 6.711 1.714
C 4.356 7.137 0.894
C 4.748 7.865 -0.399
C 5.734 6.934 -1.202
C 7.013 6.467 -0.406
C 6.000 4.416 0.795
H 10.894 3.737 2.060
H 9.473 3.547 3.118
H 10.321 5.042 3.033
H 8.607 3.857 0.825
H 9.783 5.216 0.507
H 8.325 6.588 2.112
H 7.484 5.229 2.695
H 6.209 7.533 2.093
H 5.277 6.103 2.559
H 3.810 7.819 1.545
H 3.734 6.270 0.669
H 5.114 8.876 -0.222
H 3.825 8.031 -0.955
H 6.059 7.415 -2.124
H 5.201 6.055 -1.565
H 7.613 7.363 -0.249
H 7.493 5.714 -1.031
H 5.814 4.017 1.792
H 6.633 3.664 0.323
H 5.093 4.488 0.195
C -6.633 -11.113 -0.093
C -6.024 -9.756 0.168
C -7.101 -8.782 0.553
N -6.579 -7.446 1.217
C -6.197 -6.456 0.084
C -5.877 -5.055 0.568
C -7.085 -4.486 1.390
C -7.475 -5.288 2.608
C -7.697 -6.826 2.121
C -5.384 -7.685 2.183
H -5.923 -11.747 -0.623
H -7.541 -11.036 -0.692
H -6.895 -11.532 0.879
H -5.578 -9.342 -0.736
H -5.251 -9.861 0.929
H -7.611 -9.321 1.352
H -7.802 -8.378 -0.177
H -7.001 -6.469 -0.652
H -5.328 -6.836 -0.452
H -5.592 -4.346 -0.209
H -5.013 -5.051 1.232
H -7.931 -4.439 0.705
H -6.895 -3.433 1.597
H -8.212 -4.792 3.239
H -6.671 -5.200 3.338
H -8.531 -6.819 1.418
H -8.038 -7.398 2.984
H -4.463 -7.894 1.639
H -5.682 -8.532 2.802
H -5.245 -6.832 2.846
C -2.511 11.201 -1.401
C -3.329 10.363 -0.493
C -2.535 9.709 0.657
N -3.397 9.423 1.928
C -2.649 8.506 2.946
C -3.476 7.985 4.071
C -4.815 7.347 3.601
C -5.564 8.323 2.745
C -4.799 8.827 1.477
C -3.658 10.718 2.667
H -1.595 10.749 -1.780
H -2.304 12.209 -1.042
H -3.193 11.386 -2.231
H -3.842 9.563 -1.027
H -4.107 11.024 -0.111
H -1.796 10.462 0.930
H -2.055 8.778 0.357
H -2.372 7.651 2.329
H -1.816 9.101 3.321
H -2.979 7.138 4.543
H -3.749 8.688 4.858
H -4.542 6.505 2.964
H -5.478 7.091 4.427
H -6.490 7.817 2.473
H -5.878 9.215 3.286
H -4.492 7.941 0.922
H -5.412 9.480 0.857
H -4.359 11.323 2.093
H -2.733 11.288 2.753
H -4.054 10.530 3.665
C -1.881 -0.556 -10.700
C -1.497 -0.069 -9.271
C -2.529 -0.231 -8.149
N -2.161 0.140 -6.687
C -1.196 -0.957 -6.157
C -0.907 -0.727 -4.699
C -2.225 -0.797 -3.865
C -3.274 0.163 -4.354
C -3.544 0.135 -5.893
C -1.560 1.556 -6.578
H -2.733 0.030 -11.044
H -2.077 -1.625 -10.613
H -1.050 -0.423 -11.393
H -1.320 0.995 -9.427
H -0.606 -0.611 -8.954
H -2.677 -1.306 -8.248
H -3.457 0.314 -8.323
H -1.412 -2.007 -6.357
H -0.256 -0.722 -6.655
H -0.253 -1.558 -4.433
H -0.360 0.172 -4.416
H -2.549 -1.838 -3.881
H -1.945 -0.552 -2.841
H -4.242 -0.041 -3.897
H -2.962 1.167 -4.066
H -4.156 -0.742 -6.101
H -4.024 1.052 -6.237
H -0.535 1.548 -6.948
H -1.473 1.837 -5.528
H -2.223 2.181 -7.176
C 10.081 -6.735 3.223
C 9.546 -5.506 3.864
C 8.139 -5.242 3.403
N 7.554 -3.856 3.924
C 6.127 -3.637 3.321
C 5.055 -4.621 3.883
C 5.047 -4.622 5.453
C 6.481 -4.914 5.962
C 7.483 -3.885 5.478
C 8.277 -2.589 3.499
H 9.676 -6.829 2.215
H 9.775 -7.565 3.859
H 11.160 -6.596 3.152
H 10.165 -4.625 3.697
H 9.571 -5.739 4.928
H 7.473 -6.081 3.602
H 8.157 -5.009 2.338
H 6.237 -3.894 2.267
H 5.856 -2.596 3.491
H 5.204 -5.665 3.609
H 4.069 -4.281 3.566
H 4.310 -5.323 5.845
H 4.840 -3.605 5.786
H 6.644 -5.933 5.609
H 6.554 -4.883 7.049
H 8.489 -3.850 5.897
H 7.089 -2.893 5.701
H 9.117 -2.630 4.193
H 7.802 -1.659 3.811
H 8.542 -2.527 2.443
C -6.315 6.865 -4.742
C -6.881 6.446 -3.402
C -7.871 5.232 -3.625
N -8.341 4.648 -2.225
C -9.372 3.560 -2.677
C -9.857 2.743 -1.400
C -8.755 2.126 -0.638
C -7.652 3.155 -0.197
C -7.153 4.022 -1.430
C -8.997 5.736 -1.344
H -5.569 7.658 -4.712
H -7.087 7.146 -5.459
H -5.910 5.923 -5.113
H -7.464 7.243 -2.940
H -6.067 6.168 -2.732
H -7.532 4.377 -4.209
H -8.755 5.583 -4.158
H -8.770 2.831 -3.220
H -10.175 4.004 -3.264
H -10.599 2.034 -1.769
H -10.554 3.243 -0.728
H -8.306 1.425 -1.341
H -9.063 1.612 0.273
H -6.738 2.676 0.155
H -7.917 3.785 0.652
H -6.563 3.474 -2.165
H -6.567 4.888 -1.122
H -9.438 5.296 -0.450
H -9.849 6.091 -1.924
H -8.416 6.624 -1.094
C 7.964 -8.821 -2.698
C 6.795 -8.000 -2.193
C 5.958 -7.194 -3.280
N 4.503 -6.762 -2.777
C 3.491 -8.029 -2.900
C 2.927 -8.293 -4.275
C 2.491 -6.995 -4.925
C 3.625 -5.950 -4.957
C 3.995 -5.514 -3.536
C 4.576 -6.293 -1.357
H 8.537 -9.342 -1.931
H 8.713 -8.189 -3.174
H 7.565 -9.625 -3.317
H 7.196 -7.276 -1.484
H 6.128 -8.624 -1.599
H 5.835 -7.685 -4.245
H 6.521 -6.290 -3.510
H 3.924 -8.930 -2.465
H 2.643 -7.750 -2.274
H 3.606 -8.879 -4.894
H 1.991 -8.851 -4.235
H 2.252 -7.294 -5.946
H 1.626 -6.560 -4.423
H 4.502 -6.163 -5.568
H 3.289 -5.042 -5.456
H 4.752 -4.746 -3.692
H 3.107 -5.154 -3.015
H 4.703 -7.132 -0.674
H 3.744 -5.609 -1.187
H 5.452 -5.646 -1.399
Cl -3.036 2.539 8.800
O -0.487 3.779 -1.756
C -1.573 4.612 -1.564
O -1.881 5.523 -2.343
O -2.403 4.384 -0.657
H -0.147 4.237 -2.528
O -4.774 -3.884 8.893
C -5.513 -4.519 8.001
O -6.419 -3.748 7.615
O -5.319 -5.720 7.637
H -5.331 -3.134 8.673
O 4.862 3.552 5.621
C 5.679 2.521 5.929
O 5.350 1.328 5.710
O 6.776 2.768 6.472
H 5.249 4.244 6.161
O 7.705 -0.279 -1.774
C 7.911 -1.482 -2.351
O 7.710 -1.541 -3.539
O 8.215 -2.479 -1.627
H 7.267 0.224 -2.465
O -1.115 -6.788 0.239
C -0.956 -5.705 -0.543
O -1.353 -5.686 -1.730
O -0.301 -4.832 0.014
H -0.427 -6.265 0.657
O 3.410 0.648 -4.951
C 3.642 1.882 -4.712
O 4.676 2.019 -4.107
O 2.846 2.789 -4.983
H 4.266 0.582 -4.521